Record 1
The following is a quantum chemistry calculation of a molecular structure, C34H40FeN4O2P2S2Se, from the Open Molecules 2025 dataset.

ORCA input file:
```
! RIJCOSX wB97M-V def2-TZVPD def2/J DEFGRID3
* xyz 3 2
Fe -0.309 -1.262 0.123
O -0.245 -1.056 2.299
S -0.258 -0.376 3.648
C 1.488 0.207 3.904
C 2.055 0.899 2.674
C 3.545 0.626 2.444
C 3.806 -0.759 1.873
S 3.261 -1.089 0.127
O 1.740 -1.085 0.155
C 3.701 0.470 -0.674
C 5.047 0.759 -0.849
C 5.402 1.925 -1.506
C 4.421 2.772 -2.000
C 3.081 2.466 -1.830
C 2.714 1.305 -1.170
C -1.102 1.181 3.337
C -1.302 2.021 4.397
C -2.231 3.060 4.331
C -3.099 3.134 3.224
C -2.945 2.322 2.149
C -1.809 1.356 2.033
H 2.044 -0.697 4.150
H 1.478 0.850 4.780
H 1.908 1.977 2.757
H 1.518 0.527 1.798
H 4.085 0.715 3.390
H 3.946 1.387 1.771
H 3.303 -1.531 2.450
H 4.871 -0.979 1.868
H 5.809 0.091 -0.481
H 6.444 2.173 -1.635
H 4.702 3.666 -2.534
H 2.323 3.136 -2.212
H 1.673 1.036 -1.044
H -0.757 1.864 5.317
H -2.336 3.746 5.155
H -3.914 3.840 3.251
H -3.624 2.375 1.310
H -2.175 0.377 1.680
Se -1.022 4.471 -5.300
N -0.836 2.724 -5.413
C -0.833 2.201 -4.208
C -0.696 0.805 -3.911
C -0.544 -0.159 -4.912
C -0.395 -1.481 -4.553
C -0.400 -1.796 -3.197
N -0.556 -0.899 -2.239
C -0.711 0.394 -2.559
C -0.845 1.359 -1.471
N -0.809 0.916 -0.228
C -0.822 1.836 0.879
C -1.063 3.271 0.541
C -1.105 3.691 -0.732
C -0.976 2.746 -1.792
C -0.971 3.153 -3.142
N -1.075 4.412 -3.563
H -0.542 0.159 -5.944
H -0.284 -2.260 -5.290
H -0.274 -2.819 -2.873
H 0.188 1.804 1.319
H -1.141 3.944 1.377
H -1.236 4.729 -0.994
C -3.373 -2.291 1.397
P -2.539 -1.761 -0.142
C -3.733 -0.591 -0.878
C -2.747 -3.262 -1.201
C -1.721 -4.327 -0.819
P -0.199 -3.571 -0.057
C 1.229 -4.243 -0.991
C -0.072 -4.497 1.509
H -4.383 -2.624 1.150
H -3.439 -1.479 2.117
H -2.827 -3.111 1.859
H -4.670 -1.119 -1.057
H -3.362 -0.195 -1.821
H -3.925 0.235 -0.196
H -2.644 -2.963 -2.246
H -3.769 -3.633 -1.072
H -1.447 -4.936 -1.684
H -2.138 -5.006 -0.071
H 0.929 -5.151 -1.513
H 2.026 -4.493 -0.293
H 1.617 -3.528 -1.713
H -0.005 -5.559 1.265
H -0.937 -4.323 2.143
H 0.819 -4.198 2.058
*
```

Values from the calculation:
<S²>: 0.7915
energy: -185917.984 eV

These are the Löwdin partial charges, in e, on atoms 1 to 6: Fe 0.20; O -0.56; S 1.12; C -0.25; C -0.24; C -0.20

Record 2
The following is a quantum chemistry calculation of 5 unconnected molecules or ions with the total composition C34H40N3O17, from the Open Molecules 2025 dataset.

ORCA input file:
```
! RIJCOSX wB97M-V def2-TZVPD def2/J DEFGRID3
* xyz -1 1
C 3.593 -0.312 3.930
C 2.298 -0.436 3.118
C 2.089 -1.887 2.663
C 1.077 0.139 3.866
C 0.242 1.153 3.065
C 1.050 2.422 2.791
C -0.255 0.526 1.763
O -1.312 1.231 1.148
C -2.591 1.097 1.801
C -3.169 -0.293 1.554
C -3.754 -0.995 2.779
N -2.764 -1.099 3.854
N -4.136 -2.382 2.440
N -5.018 -0.333 3.157
H 3.692 0.714 4.289
H 4.422 -0.512 3.247
H 3.636 -1.023 4.759
H 2.474 0.146 2.213
H 1.603 -1.932 1.687
H 1.502 -2.455 3.387
H 3.058 -2.386 2.559
H 1.379 0.590 4.817
H 0.402 -0.692 4.097
H -0.592 1.428 3.714
H 0.433 3.165 2.283
H 1.948 2.207 2.210
H 1.372 2.866 3.739
H 0.581 0.544 1.051
H -0.505 -0.531 1.935
H -2.456 1.269 2.880
H -2.415 -0.942 1.084
H -4.006 -0.217 0.843
H -2.698 -0.226 4.362
H -3.084 -1.802 4.515
H -3.391 -2.990 2.763
H -4.141 -2.476 1.430
H -4.903 0.363 3.881
H -5.649 -1.058 3.475
C -7.551 0.683 -3.729
C -7.108 -0.467 -3.192
C -6.852 -0.625 -1.705
O -6.462 -1.728 -1.350
C -7.051 0.505 -0.842
C -7.493 1.656 -1.373
C -7.787 1.805 -2.852
O -8.203 2.896 -3.217
O -7.709 2.761 -0.679
O -6.816 -1.562 -3.861
H -7.733 0.805 -4.787
H -6.828 0.387 0.211
H -8.013 3.424 -1.331
H -6.519 -2.206 -3.184
C 7.170 1.360 0.818
C 8.282 1.639 0.124
C 9.031 0.586 -0.668
O 10.020 0.968 -1.271
C 8.545 -0.773 -0.658
C 7.433 -1.054 0.038
C 6.668 0.004 0.805
O 5.646 -0.349 1.366
O 6.897 -2.259 0.123
O 8.833 2.841 0.054
H 6.626 2.104 1.382
H 9.092 -1.521 -1.213
H 6.099 -2.165 0.682
H 9.616 2.738 -0.523
C -0.876 -2.773 -4.427
C -0.727 -2.993 -3.109
C -1.901 -3.122 -2.167
O -1.634 -3.348 -0.997
C -3.233 -2.974 -2.704
C -3.378 -2.749 -4.020
C -2.208 -2.646 -4.965
O -2.473 -2.455 -6.145
O -4.561 -2.586 -4.602
O 0.445 -3.123 -2.506
H -0.037 -2.683 -5.102
H -4.071 -3.043 -2.023
H -4.386 -2.426 -5.550
H 0.232 -3.266 -1.559
C 4.136 2.502 -2.876
C 4.007 1.596 -1.894
C 2.789 1.525 -1.001
O 2.807 0.637 -0.162
C 1.725 2.478 -1.192
C 1.855 3.388 -2.172
C 3.064 3.448 -3.079
O 3.058 4.313 -3.943
O 0.948 4.316 -2.447
O 4.903 0.665 -1.590
H 5.003 2.555 -3.519
H 0.860 2.424 -0.544
H 1.311 4.819 -3.203
H 4.496 0.188 -0.828
*
```

Values from the calculation:
energy: -75181.258 eV

These are the Löwdin partial charges, in e, on atoms 1 to 6: C -0.08; C -0.42; C -0.07; C -0.15; C -0.35; C -0.06